12
Properties=species:S:1:pos:R:3:forces:R:3 method="wB97M-V/def2-TZVPD" gap_ev=7.125 lumo_ev=-1.54 total_energy_ha=-483.34157 e_above_lowest_kj_mol=487.9 homo_ev=-8.66
C -2.036 2.369 -0.220 1.0 -1.1 0.8
C 3.634 -0.308 0.183 1.2 0.0 0.7
C -1.369 1.527 0.292 1.5 -1.7 0.9
C 2.484 -0.311 -0.235 -1.6 0.6 1.0
C -1.067 -1.321 -0.446 0.5 -1.3 1.2
Si -0.383 0.036 0.681 1.2 -1.3 -2.1
H -2.447 3.168 -0.656 -1.7 2.4 -1.3
H 4.679 -0.320 0.612 -1.9 0.0 -1.0
H -1.439 -0.687 -1.193 -0.6 0.6 -1.6
H -0.296 -2.010 -0.885 -0.7 0.8 0.7
H -1.955 -1.921 -0.093 1.0 0.7 0.1
H 0.194 -0.222 1.959 0.0 0.2 0.8

***

16
Properties=species:S:1:pos:R:3:forces:R:3 method="wB97M-V/def2-TZVPD" s2=2.010 gap_ev="7.012 / 7.125" lumo_ev="0.33 / -3.43" total_energy_ha=-567.13823 e_above_lowest_kj_mol=256.4 multiplicity=3 homo_ev="-6.68 / -10.55"
O 2.286 -0.731 1.046 -0.1 -0.2 -0.2
C 1.632 -1.352 0.178 0.5 0.7 -0.5
O 1.043 -2.497 0.423 -5.0 0.4 2.5
Ag 3.802 -0.879 -0.732 0.8 0.5 -0.2
O 1.685 -0.982 -1.052 0.1 -0.3 0.3
C -0.463 1.133 -1.330 -2.7 1.7 0.7
H 0.608 1.314 -1.493 0.0 -1.1 1.5
H -0.932 0.260 -1.801 0.8 0.2 0.1
H -0.751 2.021 -1.912 -0.7 -0.3 -0.2
C -1.419 -0.690 1.665 -0.2 2.2 -0.2
C -1.570 0.355 1.027 1.4 -2.9 0.8
C -1.417 1.436 0.093 1.6 0.7 -2.1
H -1.245 -1.234 2.581 -0.3 -0.1 -0.4
H 0.088 -2.226 0.969 3.7 -1.1 -2.0
H -2.403 1.775 -0.253 0.4 -0.1 -0.2
H -0.946 2.296 0.591 -0.2 -0.3 0.0